Entry 1:
C48H35F15IO4Si as an isolated structure in a non-equilibrium geometry. Source: the OMol25 dataset; level of theory: ωB97M-V/def2-TZVPD.

Positions of all 104 atoms, in Å:
C -2.18998 5.64239 1.87826
Si -2.66044 4.96587 0.16413
C -2.74799 6.51566 -0.98188
C -1.35908 3.81130 -0.59105
C -1.92894 2.63767 -1.44748
C -1.23174 1.27627 -1.17428
F -1.89011 0.32021 -1.95450
F 0.05591 1.41496 -1.78088
C -1.11442 0.91167 0.33834
I 1.02817 1.18031 0.85797
C -1.40508 -0.59883 0.61201
C -2.03484 -0.89000 2.03222
C -1.02631 -0.81267 3.20945
F -0.85551 0.52001 3.50300
F 0.14337 -1.40770 2.83169
C -1.62632 -1.44756 4.54766
F -2.99100 -1.51730 4.34022
F -1.47699 -0.56547 5.57288
C -1.18521 -2.90206 4.86411
F -1.24743 -3.63992 3.71507
F -2.12602 -3.45281 5.69792
C 0.21052 -3.15403 5.52163
F 0.16375 -4.47343 5.93566
F 1.24702 -3.13358 4.64414
C 0.55244 -2.34241 6.82668
F 1.38479 -3.15433 7.56164
F -0.53296 -2.15909 7.61974
C 1.34757 -0.99350 6.60992
F 1.29698 -0.50931 5.36148
F 2.62672 -1.10775 7.01230
F 0.77375 -0.05468 7.42021
C -4.40885 4.23267 0.24009
C -5.51112 5.08806 -0.12190
C -6.84202 4.60142 -0.12616
C -7.12563 3.25622 0.22764
C -6.06565 2.40589 0.62584
C -4.72791 2.90019 0.62901
H -2.83612 6.54161 2.03510
H -2.41249 4.95465 2.71507
H -1.14782 6.03188 1.90562
H -2.64677 7.43948 -0.37472
H -1.86207 6.48032 -1.65701
H -3.63485 6.51864 -1.64158
H -0.74426 4.44166 -1.27550
H -0.67910 3.49634 0.22382
H -3.02458 2.49890 -1.38892
H -1.70884 2.86876 -2.51763
H -2.14292 -1.03977 -0.09886
H -0.46466 -1.17722 0.45416
H -2.82682 -0.14161 2.21508
H -2.43979 -1.92356 1.95245
H -5.35757 6.13906 -0.40316
H -7.66201 5.26953 -0.42811
H -8.14914 2.85692 0.19914
H -6.26130 1.36065 0.90589
H -3.89223 2.23408 0.92371
C -4.40908 -3.62111 -9.08498
C -4.27600 -4.98202 -8.82481
C -3.66028 -5.40925 -7.65911
C -3.16407 -4.47782 -6.75284
C -3.27673 -3.11447 -7.02495
C -3.91036 -2.68964 -8.18811
C -2.70900 -2.10422 -6.08991
O -2.81350 -0.91787 -6.32991
C -2.00913 -2.57855 -4.86986
C -1.42344 -1.65283 -4.01246
C -0.77760 -2.08363 -2.86249
C -0.72349 -3.44137 -2.56212
C -1.30167 -4.36986 -3.41527
C -1.93766 -3.94456 -4.57550
C -2.52112 -4.94952 -5.49670
O -2.47329 -6.13790 -5.23865
H -4.89855 -3.28810 -9.99242
H -4.65554 -5.70930 -9.53256
H -3.56198 -6.46807 -7.45532
H -4.00989 -1.63141 -8.39417
H -1.46698 -0.59644 -4.24076
H -0.31825 -1.36343 -2.19954
H -0.22456 -3.77545 -1.66028
H -1.25340 -5.42554 -3.17956
C 11.05627 -0.31143 0.94082
C 10.91925 -0.58427 2.29879
C 9.67171 -0.51522 2.89868
C 8.55666 -0.16178 2.14611
C 8.69792 0.13424 0.79085
C 9.94890 0.04757 0.18865
C 7.52324 0.56076 -0.01801
O 7.65055 0.81411 -1.20086
C 6.20407 0.67711 0.65013
C 5.10474 1.12866 -0.07538
C 3.85996 1.23026 0.53023
C 3.70528 0.87066 1.87609
C 4.80244 0.42660 2.60005
C 6.05425 0.33608 1.99616
C 7.21965 -0.10846 2.79801
O 7.09359 -0.41957 3.96749
H 12.03054 -0.37434 0.47087
H 11.78759 -0.85304 2.88845
H 9.56539 -0.73273 3.95400
H 10.05756 0.26467 -0.86646
H 5.22003 1.40478 -1.11584
H 3.00596 1.58891 -0.04469
H 2.72925 0.94097 2.35964
H 4.68468 0.15325 3.64114

Summary:
- lowest unoccupied orbital energy (eV) = 0.806
- energy above the lowest of the compared OMol25 structures with the same formula, charge and spin (kcal/mol) = 0.0
- HOMO energy (eV) = -3.691
- frontier orbital gap (Ha) = 0.165
- charge = -1

***

Entry 2:
C48H35F4N8O9P2Se2Ta as an isolated structure in a non-equilibrium geometry. Source: the OMol25 dataset; level of theory: ωB97M-V/def2-TZVPD.

Positions of all 109 atoms, in Å:
Ta 1.53580 0.36675 -0.13687
O 4.20477 -4.82225 -2.23808
C 3.64098 -3.73391 -1.72102
C 3.01492 -3.74068 -0.46613
C 2.45006 -2.56710 -0.00859
N 2.49920 -1.45126 -0.71814
C 3.04202 -1.43760 -1.92640
C 3.63924 -2.54919 -2.47634
C 2.77752 -0.11916 -2.63822
O 3.46236 0.25380 -3.56394
O 1.77975 0.49191 -2.11859
C 1.56714 -2.42678 1.23275
O 1.43559 -3.34825 2.00738
O 0.97417 -1.28826 1.28354
H 4.10596 -5.58399 -1.64979
H 2.92491 -4.63829 0.12975
H 4.07299 -2.51416 -3.46272
Se -3.13098 -2.38483 -5.10060
P -3.47523 -1.60744 -3.19880
C -3.89931 0.16473 -3.27714
C -2.87286 1.02996 -3.64773
C -3.14237 2.36395 -3.88706
C -4.44255 2.83300 -3.77341
C -5.46704 1.96892 -3.42534
C -5.20069 0.63403 -3.17517
C -4.77554 -2.53063 -2.32780
C -6.02552 -2.65159 -2.92478
C -6.99411 -3.44315 -2.33725
C -6.71336 -4.13296 -1.16750
C -5.44765 -4.06497 -0.60885
C -4.47804 -3.27012 -1.19227
C -2.01098 -1.58547 -2.13898
C -1.52543 -0.80744 -1.07418
N -0.18228 -1.00688 -1.05727
N 0.11977 -1.85103 -2.01861
N -0.93808 -2.19652 -2.66698
P -2.02126 0.24786 0.27559
Se -0.50267 1.84195 0.37640
C -1.93676 -0.71771 1.83145
C -2.48830 -1.99138 1.93449
C -2.33593 -2.70862 3.10800
C -1.62593 -2.17018 4.16779
C -1.08870 -0.89752 4.06964
C -1.24873 -0.16748 2.90889
C -3.70675 0.89832 0.06802
C -4.79814 0.03911 0.13592
C -6.07735 0.54446 -0.01018
C -6.26755 1.89987 -0.22305
C -5.17739 2.75466 -0.28386
C -3.89479 2.25989 -0.13632
H -1.86818 0.64508 -3.76741
H -2.34289 3.03136 -4.17341
H -4.65728 3.87175 -3.97603
H -6.48156 2.33475 -3.35230
H -5.99701 -0.03918 -2.89203
H -6.21575 -2.15084 -3.86380
H -7.96457 -3.53512 -2.80083
H -7.46881 -4.75438 -0.71076
H -5.20807 -4.64111 0.27274
H -3.47247 -3.24039 -0.79430
H -3.01842 -2.43525 1.10391
H -2.76265 -3.69702 3.19067
H -1.48778 -2.74690 5.06807
H -0.53502 -0.46993 4.89155
H -0.82320 0.82472 2.83042
H -4.65443 -1.01931 0.29395
H -6.92199 -0.12682 0.04016
H -7.26732 2.28677 -0.34744
H -5.32523 3.81016 -0.44684
H -3.02582 2.90821 -0.17265
N 0.53099 4.74440 2.11561
N 1.10047 3.39995 2.12364
H -0.38824 4.66044 2.55059
H 0.36686 4.97398 1.13475
H 1.27798 3.16449 3.09924
H 2.00685 3.47116 1.66666
F 7.65800 -0.03288 -2.76314
C 6.69862 0.81264 -3.18704
C 6.04611 1.58084 -2.29584
N 5.07870 2.45784 -2.68232
C 4.28053 3.12598 -1.68459
C 3.41459 2.12826 -0.90780
O 2.25816 2.47424 -0.57361
O 3.84632 0.99725 -0.62880
C 4.67108 2.55840 -4.01332
O 3.79749 3.31185 -4.36089
N 5.40565 1.79996 -4.88547
C 6.39203 0.85667 -4.61317
O 6.90128 0.21150 -5.49536
H 6.25885 1.53147 -1.23768
H 3.61925 3.82493 -2.20513
H 4.92709 3.66734 -0.98468
H 5.07840 1.81924 -5.84605
F 4.50214 -0.48810 8.90560
C 4.67338 0.68375 8.28139
F 5.96706 1.01587 8.44820
F 3.96890 1.59274 8.98685
C 4.25572 0.66828 6.84155
C 4.39784 1.84239 6.11027
C 3.98203 1.88326 4.79604
C 3.41406 0.75247 4.20509
C 3.29030 -0.42613 4.94573
C 3.71002 -0.46932 6.25954
C 2.92878 0.77039 2.87342
C 2.44203 0.75932 1.76094
H 4.82273 2.71648 6.58072
H 4.09147 2.79098 4.22246
H 2.86172 -1.29886 4.47771
H 3.60828 -1.37639 6.83362

Summary:
- lowest unoccupied orbital energy (eV) = -1.690
- energy above the lowest of the compared OMol25 structures with the same formula, charge and spin (kcal/mol) = 62.6
- HOMO energy (eV) = -7.821
- frontier orbital gap (Ha) = 0.225